(1)
A structure of composition C34H45BF4N10O3Sn, computed with the ωB97M-V functional and the def2-TZVPD basis.

The geometry in ORCA input format:
```
! RIJCOSX wB97M-V def2-TZVPD def2/J DEFGRID3
* xyz 0 1
H -4.29 5.66 4.38
N -2.17 -1.13 3.87
C -2.92 -4.92 -2.11
C -1.63 -1.32 2.65
C -3.58 -2.10 -4.64
C 3.30 1.13 -3.53
H -3.63 -5.34 -1.40
H 2.71 3.91 3.79
H -3.19 -2.68 -0.44
N -1.08 -2.46 -0.23
H -4.97 2.44 1.61
H -3.46 -4.32 -2.85
H 5.21 0.35 -3.64
C 0.78 -2.54 -4.45
C -2.57 4.95 3.29
N 4.46 0.37 -2.95
H 3.06 -1.56 -0.78
H -3.98 -2.09 4.36
C 3.03 1.02 4.71
H -0.10 -5.03 -2.05
H 0.37 -3.49 -4.82
C -2.93 -2.11 4.63
H -2.84 -1.88 5.69
C -3.92 4.95 3.64
Sn -0.26 0.21 -0.13
H -4.37 -2.57 -5.21
F 3.27 -3.31 1.15
H 5.25 2.05 -1.96
C 1.85 3.10 1.87
O 0.01 -1.44 -4.91
H -4.88 -1.42 -3.08
H -2.22 0.57 5.19
N 2.63 0.41 -1.27
F 2.85 -2.07 3.08
C -1.89 0.17 4.25
N 2.05 1.07 2.43
H 1.94 -1.34 -2.13
H -0.77 1.71 3.13
F 1.96 -1.42 1.06
C -1.27 -1.46 -4.40
C -4.31 3.15 2.09
H 2.07 2.24 -2.10
H 2.40 4.70 0.53
H 1.79 -2.42 -4.85
C 2.21 1.21 -2.42
H -5.84 4.06 3.30
H 4.09 0.34 0.19
N -2.57 0.45 -0.61
C -0.57 -4.23 -1.49
F 4.22 -1.22 1.42
H 0.79 3.97 0.26
H 3.66 2.11 -3.84
C -1.50 -0.82 -3.14
B 3.09 -2.04 1.71
H 2.22 0.86 5.43
N 1.63 1.87 1.44
C -1.18 0.71 3.23
N -1.93 -4.10 -1.43
C -2.86 -0.83 -2.69
O -1.15 2.25 0.47
H -2.01 -2.54 -6.06
C 4.05 -1.05 -2.65
H 0.98 -3.00 -0.51
C -3.30 -0.07 -1.53
O -0.53 -0.27 -2.50
H 3.44 0.05 4.44
C -2.19 -3.02 -0.65
H -2.41 -5.73 -2.62
H 0.80 -2.57 -3.36
H -4.37 0.16 -1.48
H 2.96 0.58 -4.41
C -4.78 4.05 3.03
C -0.05 -3.22 -0.74
N -3.24 1.28 0.27
C -2.41 2.16 0.76
C 3.82 0.97 -0.65
N -1.02 -0.23 2.23
H 5.85 0.49 -1.37
H 1.98 0.06 2.31
C -2.26 -2.08 -5.11
H 4.91 -1.55 -2.22
C 1.51 4.28 1.02
H -1.05 4.03 2.06
H -1.68 -2.25 2.10
C -2.96 3.15 1.74
H 3.79 -1.53 -3.59
H -2.53 -3.10 4.45
H 3.59 1.97 -0.27
H 1.26 0.82 -2.80
H 3.80 1.61 5.20
C -3.86 -1.46 -3.45
C 2.42 3.07 3.17
C 2.53 1.73 3.50
H 1.06 5.08 1.61
C 4.96 1.04 -1.70
H -1.89 5.65 3.76
C 2.86 -0.97 -1.66
C -2.10 4.05 2.34
*
```

---

(2)
A structure of composition C34H45BMnN8S4 in a non-equilibrium geometry, computed with the ωB97M-V functional and the def2-TZVPD basis.

The geometry in ORCA input format:
```
! RIJCOSX wB97M-V def2-TZVPD def2/J DEFGRID3
* xyz 2 6
H 4.25 -0.29 3.37
H 1.93 -1.27 -2.98
C 0.51 3.55 -2.10
C 3.06 -0.95 1.62
C 2.52 0.68 -3.85
N 0.56 -1.79 0.52
C -3.98 -0.63 -0.81
H -1.63 -2.06 -4.66
C 1.10 -4.10 0.67
Mn -0.37 2.13 2.27
H 4.60 0.28 -4.13
H 3.14 0.79 -5.95
C -4.30 -2.06 -3.37
C -0.35 2.30 5.38
C -0.02 0.97 5.57
H -1.90 -3.07 -3.19
N -0.32 3.07 4.14
N 0.89 -0.45 0.71
H -0.18 5.18 2.58
C 1.63 -4.91 1.93
H 0.40 5.69 -1.60
S 2.05 1.56 2.09
H -0.11 -0.69 6.93
C 1.90 -0.76 -3.97
S -1.93 0.44 2.48
H 2.30 -1.40 -4.74
C 0.08 2.82 -0.96
H 1.57 -5.60 -0.94
H -0.87 -1.58 -3.10
N -0.44 5.35 3.54
C 4.38 -0.50 2.27
C 3.98 0.72 -3.35
C 2.48 1.30 -5.26
H 1.27 -5.94 1.90
H 0.16 5.27 -3.34
C 1.95 -0.03 1.38
H -5.17 -1.46 -3.08
H 1.53 3.40 -4.03
H 2.67 2.38 -5.29
C -0.02 4.97 -2.31
H -0.56 -5.46 0.40
C -1.77 -2.05 -3.58
H -1.01 -3.95 1.18
S -0.98 4.72 6.12
C 1.89 -4.63 -0.55
N -1.62 -0.49 -1.40
H 2.99 -4.73 -0.39
H -4.06 0.56 -3.89
C 1.24 2.88 -3.06
H -0.69 3.25 8.68
H 0.85 -0.62 -4.19
C -3.73 -0.20 0.47
H 4.78 0.44 1.82
C -2.85 -0.79 -1.73
C -0.59 2.54 7.82
H 4.28 1.78 -3.29
H -2.26 0.66 -3.94
H -4.75 1.13 1.80
H -4.96 -0.87 -1.21
H 1.20 -4.48 2.86
H -4.27 -2.99 -2.75
H 4.08 0.22 -2.41
H 3.44 -3.09 1.54
C -0.53 4.35 4.46
S -0.85 3.60 0.26
H -1.12 4.94 -2.20
H -5.82 -0.01 0.94
H -0.61 -4.03 -0.58
H 0.28 0.40 4.69
H -3.10 -0.19 -5.16
H -4.53 -2.48 -4.36
C 1.47 -2.65 0.87
H -0.57 6.31 3.86
C 1.61 1.51 -2.91
C -3.01 -1.23 -3.23
C -0.15 0.39 6.85
H 1.75 -3.98 -1.41
H 5.07 -1.37 2.19
C -3.14 0.01 -4.10
N -1.44 0.05 -0.10
C -0.36 -4.39 0.44
H -4.79 -0.53 2.33
N 1.24 0.86 -1.86
H 1.49 1.18 -5.68
C -4.83 0.09 1.42
C -0.40 1.19 7.95
C -0.59 3.09 6.52
N 0.49 1.53 -0.93
H -0.53 0.77 8.95
B -0.05 0.52 0.04
H 2.70 -4.96 1.92
C 2.76 -2.26 1.36
C -2.40 0.15 0.84
*
```

---

Computed ΔE to the lowest compared entry with this formula, charge and spin (kJ/mol) in order:
47.49; 0.00
Computed E (eV) in order:
-74416.066; -123236.823